The following is a DFT calculation (ωB97M-V/def2-TZVPD) of a 2-piece molecular cluster, C2H7N5 overall.

```
14
Properties=species:S:1:pos:R:3:mulliken_charge:R:1
N -0.925 0.241 0.547 -0.624
H -0.371 2.380 -0.249 0.257
N -1.785 -0.551 -0.026 -0.136
N -0.233 2.018 -1.185 -0.704
N 0.215 -0.359 0.599 0.583
H 0.706 -2.320 -0.343 0.288
C -0.018 -1.779 0.393 -0.401
H -0.929 2.629 -1.851 0.225
C 1.389 0.064 0.606 -0.333
H -0.036 -2.380 1.355 0.276
H 1.543 1.113 0.720 0.262
H -0.454 1.073 -1.226 0.236
H 2.242 -0.429 0.820 0.327
N -1.344 -1.700 -0.159 -0.256
```

- calculated total energy (Ha) = -354.0022
- spin multiplicity = 1
- charge = 0
- ΔE to the lowest compared entry with this formula, charge and spin (kcal per mole) = 118.7

The following is a DFT calculation (ωB97M-V/def2-TZVPD) of one molecule with the formula C2H7N5O.

```
15
Properties=species:S:1:pos:R:3:mulliken_charge:R:1
N 2.468 -1.272 -0.775 -0.393
N -2.755 0.341 -0.179 -0.636
H 3.471 -1.215 -0.814 0.249
H 0.550 2.134 0.786 0.315
O 2.366 0.866 0.002 -0.643
H -2.563 0.360 -1.177 0.263
N -0.373 1.713 0.879 -0.707
C 1.806 -0.193 -0.249 0.527
H -0.827 -1.054 -0.124 0.589
N 0.453 -0.424 -0.064 -0.418
N -1.633 -0.292 0.444 -0.018
H 2.038 -2.180 -0.761 0.211
H -2.743 1.312 0.140 0.308
H -1.918 -0.606 1.371 0.278
C -0.341 0.507 0.520 0.076
```

- calculated total energy (Ha) = -429.3790
- SMILES string = [H]/N=C(\N=C(\N)[O-])[NH2+]N
- spin multiplicity = 1
- charge = 0
- ΔE to the lowest compared entry with this formula, charge and spin (kcal per mole) = 27.9

The following is a DFT calculation (ωB97M-V/def2-TZVPD) of a 2-piece molecular cluster, C2H7N5S overall.

```
15
Properties=species:S:1:pos:R:3:lowdin_spin:R:1
S -2.216 -1.094 2.597 0.800
H -0.714 -1.336 -1.624 0.000
H -1.993 -1.131 -0.783 0.003
C -0.724 -0.626 2.736 0.595
C 0.564 -0.394 2.733 0.501
N 1.151 -0.133 -1.802 0.000
H 0.883 -0.415 -2.746 0.000
H 0.779 0.663 2.403 0.050
N -1.329 -0.651 -1.347 0.001
N -0.792 0.525 -0.853 -0.001
N 0.774 2.050 -0.906 0.002
H 2.104 0.257 -1.803 0.000
H 1.099 -1.189 3.037 0.047
H 0.057 2.598 -0.466 0.000
N 0.357 0.878 -1.176 0.001
```

- calculated total energy (Ha) = -752.0552
- ⟨S²⟩ = 2.0207
- spin multiplicity = 3
- charge = 0
- ΔE to the lowest compared entry with this formula, charge and spin (kcal per mole) = 59.6

The following is a DFT calculation (ωB97M-V/def2-TZVPD) of a 2-piece molecular cluster, C2H7NO overall.

```
11
Properties=species:S:1:pos:R:3:mulliken_charge:R:1
H 3.619 -1.957 -1.694 0.194
H 2.060 -2.086 -1.466 0.198
H 2.967 -1.359 -0.266 0.193
C -2.318 1.122 1.165 0.088
H -0.601 0.057 0.378 0.200
N 2.921 -1.966 -1.009 -0.583
O -2.277 0.464 2.124 -0.396
H -0.530 1.822 0.433 0.239
H -1.525 0.919 -0.918 0.314
H -3.107 1.951 1.143 0.309
C -1.210 1.033 0.109 -0.756
```

- calculated total energy (Ha) = -210.3531
- SMILES string = CC=O.N
- spin multiplicity = 1
- charge = 0
- ΔE to the lowest compared entry with this formula, charge and spin (kcal per mole) = 28.7

The following is a DFT calculation (ωB97M-V/def2-TZVPD) of a 2-piece molecular cluster, C2H7NO overall.

```
11
Properties=species:S:1:pos:R:3:mulliken_charge:R:1
H 3.052 0.757 -0.410 0.277
H -0.803 -1.154 0.026 0.134
C 2.374 -0.147 -0.340 -0.696
H 0.701 1.115 -0.220 0.215
H 1.257 0.752 1.140 0.215
H -2.083 -1.079 1.240 0.228
C -1.759 -0.551 0.320 0.059
H 2.809 -0.858 0.387 0.258
N 1.059 0.345 0.246 -0.495
O -2.270 0.364 -0.307 -0.446
H 2.130 -0.668 -1.306 0.250
```

- calculated total energy (Ha) = -210.3300
- SMILES string = C=O.CN
- spin multiplicity = 1
- charge = 0
- ΔE to the lowest compared entry with this formula, charge and spin (kcal per mole) = 43.1

The following is a DFT calculation (ωB97M-V/def2-TZVPD) of a 2-piece molecular cluster, C2H7NO overall.

```
11
Properties=species:S:1:pos:R:3:mulliken_charge:R:1
H 2.510 3.029 1.556 0.268
O 1.623 0.039 0.761 -0.515
H 1.215 2.482 0.345 0.231
H -4.838 -3.531 -1.390 0.219
H 0.843 0.219 1.281 0.357
H -5.414 -2.973 -2.629 0.220
H 3.475 0.616 0.221 0.320
N -4.865 -2.611 -1.846 -0.659
C 2.548 1.022 0.633 0.148
H -5.448 -2.031 -1.255 0.221
C 2.202 2.309 0.817 -0.808
```

- calculated total energy (Ha) = -210.2971
- SMILES string = C=CO.N
- spin multiplicity = 1
- charge = 0
- ΔE to the lowest compared entry with this formula, charge and spin (kcal per mole) = 63.8

The following is a DFT calculation (ωB97M-V/def2-TZVPD) of a 2-piece molecular cluster, C2H7NO overall.

```
11
Properties=species:S:1:pos:R:3:mulliken_charge:R:1
H 1.427 0.209 0.584 0.198
O -1.296 -1.737 -0.483 -0.366
H -1.217 -1.599 1.515 0.254
N 0.662 0.393 -0.060 -0.434
H 0.681 2.441 0.399 0.276
H 1.711 2.068 -0.927 0.261
C 0.760 1.789 -0.475 -0.774
H -1.958 -3.173 0.732 0.257
H -0.106 2.045 -1.084 0.282
H 0.829 -0.261 -0.815 0.206
C -1.492 -2.177 0.616 -0.160
```

- calculated total energy (Ha) = -210.3447
- SMILES string = C=O.CN
- spin multiplicity = 1
- charge = 0
- ΔE to the lowest compared entry with this formula, charge and spin (kcal per mole) = 33.9

The following is a DFT calculation (ωB97M-V/def2-TZVPD) of a 2-piece molecular cluster, C2H7NO overall.

```
11
Properties=species:S:1:pos:R:3:mulliken_charge:R:1
H -2.245 -0.485 1.395 0.229
N -2.391 0.296 0.752 -0.778
H -2.119 1.121 1.280 0.224
H 3.253 -0.533 -0.744 0.251
H 2.442 1.081 -1.417 0.278
C 2.401 0.077 -1.020 -0.763
H -0.540 -0.180 0.092 0.381
H -3.399 0.361 0.702 0.233
C 1.299 -0.381 -0.424 0.153
O 0.005 -0.007 -0.686 -0.438
H 1.292 -1.350 0.070 0.229
```

- calculated total energy (Ha) = -210.3511
- SMILES string = C=CO.N
- spin multiplicity = 1
- charge = 0
- ΔE to the lowest compared entry with this formula, charge and spin (kcal per mole) = 29.9

The following is a DFT calculation (ωB97M-V/def2-TZVPD) of a 2-piece molecular cluster, C2H7NO overall.

```
11
Properties=species:S:1:pos:R:3:mulliken_charge:R:1
H -1.632 -1.039 0.305 0.265
C 0.049 1.316 0.199 -0.224
O 1.548 -0.650 -2.218 -0.664
H -0.541 -1.468 1.603 0.271
N 0.114 0.077 0.383 -0.364
H 0.872 1.775 -0.323 0.272
H -0.806 1.929 0.530 0.254
H 0.707 -0.579 -1.755 0.331
C -0.956 -0.631 1.053 -0.785
H 2.192 -0.728 -1.503 0.323
H -1.548 -0.002 1.724 0.319
```

- calculated total energy (Ha) = -210.3600
- SMILES string = C=NC.O
- spin multiplicity = 1
- charge = 0
- ΔE to the lowest compared entry with this formula, charge and spin (kcal per mole) = 24.3

The following is a DFT calculation (ωB97M-V/def2-TZVPD) of a 2-piece molecular cluster, C2H7NO overall.

```
11
Properties=species:S:1:pos:R:3:mulliken_charge:R:1
H 2.333 0.348 0.145 0.266
H -0.328 0.516 1.412 0.452
C 0.543 -0.033 1.104 -1.263
N 0.813 1.282 -0.882 -0.407
H -1.375 -1.106 0.353 0.358
C 1.255 0.378 0.041 0.261
H -2.790 -1.746 0.266 0.314
O -2.055 -1.419 -0.263 -0.663
H 0.935 -0.822 1.721 0.284
H 1.383 1.913 -1.415 0.219
H -0.088 1.709 -0.697 0.180
```

- calculated total energy (Ha) = -210.3523
- SMILES string = C=CN.O
- spin multiplicity = 1
- charge = 0
- ΔE to the lowest compared entry with this formula, charge and spin (kcal per mole) = 29.1

The following is a DFT calculation (ωB97M-V/def2-TZVPD) of a 2-piece molecular cluster, C2H7NO2 overall.

```
12
Properties=species:S:1:pos:R:3:lowdin_spin:R:1
H -2.686 -0.084 -1.387 0.043
H -1.311 -1.961 0.420 0.037
C -1.913 -0.181 -0.558 0.390
H 0.360 -0.029 -0.036 0.007
H 2.126 2.199 1.655 0.002
N 0.448 -1.017 -0.253 0.068
H -1.130 -2.139 -1.280 0.009
H 0.709 -1.087 -1.236 0.016
C -1.050 -1.386 -0.505 0.119
H 3.495 2.147 1.362 0.002
O 2.821 2.842 1.473 0.009
O -1.871 0.696 0.345 0.297
```

- calculated total energy (Ha) = -285.5739
- ⟨S²⟩ = 0.7535
- spin multiplicity = 2
- charge = -1
- ΔE to the lowest compared entry with this formula, charge and spin (kcal per mole) = 29.2

The following is a DFT calculation (ωB97M-V/def2-TZVPD) of a 2-piece molecular cluster, C2H7NO2 overall.

```
12
Properties=species:S:1:pos:R:3:mulliken_charge:R:1
H 0.454 -0.453 -1.224 0.243
H 2.411 1.105 0.288 0.201
H -3.010 -0.009 -0.914 0.250
O 0.557 -1.015 0.745 -0.539
H -2.084 -1.112 0.312 0.220
C 1.186 -0.405 -0.416 -0.209
C -2.478 -0.107 0.050 -0.085
O -2.247 0.863 0.715 -0.389
H 2.053 -1.006 -0.657 0.287
N 1.571 0.942 -0.238 -0.492
H 0.761 -0.421 1.473 0.287
H 0.826 1.620 -0.134 0.225
```

- calculated total energy (Ha) = -285.5931
- SMILES string = C=O.NCO
- spin multiplicity = 1
- charge = 0
- ΔE to the lowest compared entry with this formula, charge and spin (kcal per mole) = 49.4

The following is a DFT calculation (ωB97M-V/def2-TZVPD) of a 2-piece molecular cluster, C2H7NO2S overall.

```
13
Properties=species:S:1:pos:R:3:mulliken_charge:R:1
C 1.327 -0.949 0.734 0.678
S -2.500 0.977 0.798 -0.166
N 2.448 -1.058 -0.061 -0.472
H -0.759 1.737 -0.697 0.233
O 0.417 -1.949 0.556 -0.455
H 2.817 -1.965 -0.287 0.205
H -2.299 1.528 -1.562 0.286
C -1.836 1.865 -0.638 -0.711
H -2.453 -0.250 0.266 0.084
H 3.138 -0.352 0.133 0.236
H 0.650 -2.454 -0.234 0.315
O 1.119 -0.048 1.489 -0.491
H -2.069 2.916 -0.498 0.259
```

- calculated total energy (Ha) = -683.8405
- SMILES string = NC(=O)O.CS
- spin multiplicity = 1
- charge = 0
- ΔE to the lowest compared entry with this formula, charge and spin (kcal per mole) = 3.3

The following is a DFT calculation (ωB97M-V/def2-TZVPD) of a 2-piece molecular cluster, C2H7NO2S2 overall.

```
14
Properties=species:S:1:pos:R:3:mulliken_charge:R:1
H -1.003 -0.157 1.352 0.252
O -0.163 -2.537 0.293 -0.429
H 0.613 0.577 -0.538 0.088
H 1.381 1.716 0.393 0.297
C -1.683 -0.254 0.477 -0.579
C 2.281 -0.049 0.758 0.155
H -2.631 -0.503 0.767 0.434
H -1.412 1.057 -1.522 0.160
N 1.456 0.753 -0.003 -0.352
S -0.872 -1.454 -0.684 0.016
S -1.684 1.463 -0.272 -0.227
O 2.208 -1.246 0.921 -0.608
H 3.056 0.560 1.197 0.364
H 0.765 -2.137 0.200 0.429
```

- calculated total energy (Ha) = -1081.9766
- SMILES string = NC=O.OSCS
- spin multiplicity = 1
- charge = 0
- ΔE to the lowest compared entry with this formula, charge and spin (kcal per mole) = 37.9

The following is a DFT calculation (ωB97M-V/def2-TZVPD) of C2H7NO2S2 as an isolated structure.

```
14
Properties=species:S:1:pos:R:3:mulliken_charge:R:1
N 1.207 -0.627 -2.323 -0.382
O -0.926 -2.329 -2.417 -0.531
S 0.337 0.296 2.108 -0.201
H -1.800 -0.328 2.690 0.284
O 0.420 -2.733 -0.455 -0.467
H -1.427 -0.776 0.969 0.026
C -1.401 0.038 1.723 -0.446
H 2.854 -1.793 -1.836 0.197
S -0.358 -1.770 -1.218 0.733
H 3.202 -0.867 -3.117 0.284
H 0.154 1.105 3.236 0.123
C 2.405 -0.996 -2.431 -0.128
H -1.928 1.015 1.284 0.238
H 0.711 -0.077 -2.972 0.271
```

- calculated total energy (Ha) = -1081.9298
- spin multiplicity = 1
- charge = 0
- ΔE to the lowest compared entry with this formula, charge and spin (kcal per mole) = 67.3

The following is a DFT calculation (ωB97M-V/def2-TZVPD) of a 2-piece molecular cluster, C2H7NO3 overall.

```
13
Properties=species:S:1:pos:R:3:mulliken_charge:R:1
O -1.418 0.026 -0.612 -0.550
C 0.920 -0.468 -0.838 -0.240
H 2.253 0.591 0.299 0.209
N 1.269 0.591 0.095 -0.591
H 1.042 -0.222 -1.904 0.230
H 1.011 1.508 -0.245 0.244
O -0.693 -2.070 -0.178 -0.450
H -1.610 -2.153 0.037 0.335
C -0.532 -0.787 -0.602 0.473
O -1.291 1.699 1.857 -0.651
H -0.509 1.182 1.587 0.315
H 1.500 -1.377 -0.704 0.340
H -1.942 1.480 1.207 0.337
```

- calculated total energy (Ha) = -360.8938
- SMILES string = NCC(=O)O.O
- spin multiplicity = 1
- charge = 0
- ΔE to the lowest compared entry with this formula, charge and spin (kcal per mole) = 12.5

The following is a DFT calculation (ωB97M-V/def2-TZVPD) of a 2-piece molecular cluster, C2H7NO3 overall.

```
13
Properties=species:S:1:pos:R:3:mulliken_charge:R:1
H -0.066 -0.226 -0.996 0.311
H 1.771 0.544 0.338 0.263
H 1.315 2.197 -0.374 0.232
C -0.840 0.709 0.494 0.557
O -1.106 -3.414 -1.177 -0.617
H -1.903 -3.715 -1.623 0.313
O -0.545 0.592 -0.861 -0.494
O -1.650 0.007 1.040 -0.528
C 1.435 1.578 0.530 -0.693
H -0.720 -2.929 -1.929 0.309
N 0.083 1.484 1.161 -0.259
H 2.134 1.953 1.260 0.340
H 0.093 1.220 2.137 0.266
```

- calculated total energy (Ha) = -360.8742
- SMILES string = CNC(=O)O.O
- spin multiplicity = 1
- charge = 0
- ΔE to the lowest compared entry with this formula, charge and spin (kcal per mole) = 24.8

The following is a DFT calculation (ωB97M-V/def2-TZVPD) of a 2-piece molecular cluster, C2H7NO3P overall.

```
14
Properties=species:S:1:pos:R:3:mulliken_charge:R:1
O -2.523 0.928 -0.364 -0.584
H -3.383 -1.376 -0.657 0.270
P -4.018 0.719 -0.414 -0.070
H -3.342 0.064 1.531 0.279
H 0.633 -0.462 1.255 0.390
H 2.608 -1.647 1.194 0.212
C 2.315 -1.345 0.089 -0.838
H 2.832 -0.432 -0.143 0.251
H -0.803 -0.687 -0.756 0.307
C 0.893 -0.881 0.274 0.019
O -4.258 0.168 1.163 -0.423
O -4.201 -0.915 -0.939 -0.448
N 0.224 -0.891 -0.772 -0.629
H 2.307 -2.183 -0.602 0.263
```

- calculated total energy (Ha) = -702.3190
- spin multiplicity = 1
- charge = -1
- ΔE to the lowest compared entry with this formula, charge and spin (kcal per mole) = 37.9

The following is a DFT calculation (ωB97M-V/def2-TZVPD) of a 2-piece molecular cluster, C2H7NO3PS overall.

```
15
Properties=species:S:1:pos:R:3:mulliken_charge:R:1
H 1.672 0.240 2.807 0.281
S -2.261 1.603 -2.358 -0.421
C 0.630 -1.241 0.104 -0.515
C -1.820 0.209 -1.604 -0.753
H -0.161 -1.535 -0.565 0.416
H 1.751 -0.678 -1.642 0.228
O -0.148 1.522 0.893 -0.510
H -1.066 1.607 0.475 0.310
P 0.135 -0.021 1.342 0.963
H -1.010 -0.459 -1.976 0.109
H 2.281 -0.166 -0.176 0.251
H -2.576 -0.110 -0.895 0.402
O -0.838 -0.398 2.384 -0.741
O 1.618 0.282 1.874 -0.572
N 1.791 -0.855 -0.661 -0.447
```

- calculated total energy (Ha) = -1100.4504
- spin multiplicity = 1
- charge = -1
- ΔE to the lowest compared entry with this formula, charge and spin (kcal per mole) = 100.8